Molecular formula: C26H15BrClF3IrN5O2SSe
Method: DFT, the ωB97M-V functional and the def2-TZVPD basis

```
56
Properties=species:S:1:pos:R:3:mulliken_charge:R:1
Ir -0.256 0.199 -0.137 0.5849
Se 0.568 7.618 -1.524 0.3206
N 0.263 6.693 -0.037 -0.8323
C 0.173 5.434 -0.375 0.9087
C -0.075 4.368 0.581 0.2609
C -0.276 4.560 1.944 -0.6236
C -0.522 3.452 2.735 -1.2434
C -0.547 2.189 2.170 0.3284
N -0.341 1.980 0.865 -0.2204
C -0.119 3.066 0.081 0.3547
C 0.021 2.783 -1.316 -0.1732
N -0.086 1.474 -1.652 -0.1799
C 0.023 1.124 -2.934 -0.0644
C 0.237 2.064 -3.929 -0.8678
C 0.356 3.403 -3.606 -0.5452
C 0.243 3.777 -2.270 0.1173
C 0.332 5.142 -1.781 0.9889
N 0.549 6.171 -2.557 -0.8350
H -0.245 5.558 2.359 0.5690
H -0.696 3.552 3.797 0.4709
H -0.726 1.309 2.773 0.4812
H -0.071 0.071 -3.151 0.4319
H 0.315 1.726 -4.952 0.4398
H 0.533 4.155 -4.362 0.5696
F 2.503 -2.793 -3.644 -0.2341
C 2.117 -3.682 -2.715 0.6075
F 2.075 -4.884 -3.303 -0.3000
F 3.074 -3.723 -1.778 -0.2116
C 0.780 -3.311 -2.130 -0.3013
C -0.326 -4.121 -2.298 -0.1935
C -1.557 -3.743 -1.776 -0.9230
C -1.650 -2.537 -1.116 -0.3343
N -0.584 -1.751 -0.946 0.1179
C 0.634 -2.114 -1.421 0.6204
S 1.797 -0.919 -1.014 -0.3178
H -0.226 -5.053 -2.838 0.5493
H -2.427 -4.371 -1.886 0.4720
H -2.581 -2.176 -0.699 0.3060
Br -0.947 -4.960 3.225 -0.1172
C 0.323 -3.605 2.895 -0.2847
C 1.653 -3.973 2.765 -0.5052
C 2.618 -3.021 2.470 -0.5657
C 2.259 -1.698 2.277 -0.7478
C 0.929 -1.333 2.394 -0.3526
C -0.050 -2.271 2.714 0.7887
C -1.445 -1.808 2.907 0.1827
O -2.232 -2.178 3.719 -0.4926
O -1.768 -0.821 1.983 -0.0814
H 1.928 -5.011 2.892 0.4448
H 3.652 -3.325 2.379 0.4195
H 3.003 -0.957 2.024 0.4671
H 0.651 -0.293 2.257 0.7008
Cl -4.233 -1.462 1.279 -0.1579
C -3.097 -0.342 2.059 -0.4953
H -3.405 -0.223 3.093 0.4226
H -3.120 0.592 1.507 0.2751
```

Computed properties:
multiplicity	2
LUMO level (spin up / spin down)	-0.146 / -0.158	hartree
expectation value of S²	0.7571
Kohn-Sham gap (spin up / spin down)	6.12 / 6.45	eV
ΔE to the lowest compared entry with this formula, charge and spin	0.356	eV
charge	+1

---

Molecular formula: C26H17AsF5OReS4
Method: DFT, the ωB97M-V functional and the def2-TZVPD basis

```
55
Properties=species:S:1:pos:R:3:mulliken_charge:R:1
Re -0.584 -0.197 0.125 0.5874
S 1.503 0.098 0.958 -0.3152
C 2.368 1.568 0.432 0.6945
C 3.661 1.765 0.906 -0.7385
C 4.376 2.868 0.467 -0.5702
C 3.817 3.765 -0.438 -0.8459
C 2.525 3.566 -0.901 -0.1760
C 1.808 2.461 -0.463 -0.1281
As -0.005 2.098 -0.911 1.0789
C -0.870 3.677 -0.234 0.6678
C -1.212 4.746 -1.052 -0.1546
C -1.743 5.902 -0.489 -0.7066
C -1.922 5.991 0.883 -0.4940
C -1.561 4.928 1.702 -0.8867
C -1.038 3.772 1.146 -0.6918
C -0.097 2.209 -2.823 0.5194
C 1.038 1.906 -3.568 -0.8345
C 0.965 1.859 -4.955 -0.7126
C -0.239 2.108 -5.596 -0.5739
C -1.375 2.402 -4.853 -0.7935
C -1.309 2.445 -3.469 -0.2829
H 4.104 1.067 1.604 0.4720
H 5.382 3.025 0.832 0.4040
H 4.387 4.618 -0.778 0.4212
H 2.087 4.272 -1.596 0.4646
H -1.062 4.707 -2.122 0.4517
H -2.009 6.736 -1.124 0.4307
H -2.333 6.892 1.318 0.4059
H -1.684 5.003 2.775 0.4257
H -0.743 2.959 1.799 0.4292
H 1.986 1.713 -3.080 0.4066
H 1.851 1.629 -5.530 0.4433
H -0.292 2.070 -6.675 0.4219
H -2.314 2.597 -5.354 0.4256
H -2.207 2.671 -2.908 0.5372
C -5.462 0.864 0.576 -0.7683
O -4.560 0.523 -0.516 -0.2656
C -3.289 0.434 -0.293 0.8757
S -2.510 0.715 1.172 -0.3784
S -2.260 -0.059 -1.596 -0.2630
H -6.422 0.463 0.272 0.2641
H -5.495 1.947 0.658 0.3212
H -5.116 0.400 1.496 0.4081
F -0.007 -5.862 -3.587 -0.2717
C -0.213 -5.062 -2.556 0.7130
C 0.317 -3.777 -2.560 -0.2980
F 1.036 -3.344 -3.585 -0.2733
C 0.070 -2.972 -1.471 0.2522
F 0.609 -1.720 -1.481 -0.1010
C -0.676 -3.370 -0.373 0.2774
S -1.024 -2.262 0.981 -0.1659
C -1.187 -4.659 -0.396 0.3576
F -1.916 -5.114 0.615 -0.3086
C -0.962 -5.500 -1.476 0.1033
F -1.468 -6.723 -1.487 -0.2613
```

Computed properties:
multiplicity	2
LUMO level (spin up / spin down)	-0.181 / -0.172	hartree
expectation value of S²	0.7682
Kohn-Sham gap (spin up / spin down)	6.23 / 6.80	eV
charge	+1

---

Molecular formula: C26H17BrCoF6N7O13S2
Method: DFT, the ωB97M-V functional and the def2-TZVPD basis

```
73
Properties=species:S:1:pos:R:3:mulliken_charge:R:1
Co 0.341 0.390 -0.948 0.4237
C -0.299 3.788 -0.408 -0.8794
O -0.080 2.654 0.431 0.3571
C 0.038 2.883 1.774 0.3722
C 0.350 4.116 2.314 -0.6837
C 0.547 4.222 3.685 -0.4723
Br 0.984 5.923 4.407 -0.2383
C 0.443 3.136 4.514 -0.8063
C 0.079 1.894 3.982 0.4554
C -0.168 1.769 2.610 0.8055
O -0.555 0.585 2.101 -0.7944
C -0.015 0.769 4.930 0.2108
N 0.205 0.896 6.217 -0.7820
C 0.050 -0.372 6.737 0.4365
C 0.169 -0.825 8.051 -0.7183
C -0.042 -2.167 8.295 -0.4393
C -0.367 -3.058 7.259 -0.4719
C -0.489 -2.630 5.952 -0.9281
C -0.274 -1.276 5.713 0.5675
N -0.299 -0.519 4.567 0.3198
H -1.244 4.267 -0.146 0.3906
H -0.335 3.401 -1.420 -0.0493
H 0.521 4.503 -0.328 0.3950
H 0.460 4.989 1.689 0.4721
H 0.617 3.210 5.577 0.6207
H -1.030 0.641 1.219 0.4303
H 0.417 -0.134 8.846 0.4215
H 0.043 -2.547 9.306 0.3729
H -0.527 -4.103 7.492 0.3785
H -0.742 -3.317 5.154 0.4213
H -0.560 -0.784 3.632 0.0139
O -3.421 1.207 -0.241 -0.6948
C -2.449 0.837 -0.868 0.0931
O -1.420 0.252 -0.308 -0.5146
C -2.414 0.969 -2.373 0.5579
C -3.613 0.924 -3.046 -0.4923
C -3.632 1.024 -4.431 -0.5385
C -2.469 1.163 -5.158 -0.2864
C -1.264 1.218 -4.486 -0.3353
C -1.189 1.165 -3.071 1.3485
O -0.090 1.377 -2.424 -1.1332
N -0.058 1.329 -5.314 1.1011
O 1.021 1.112 -4.808 -0.5594
O -0.213 1.628 -6.487 -0.6796
N -4.908 0.983 -5.139 1.0659
O -4.894 1.110 -6.350 -0.6477
O -5.919 0.827 -4.479 -0.6428
H -4.531 0.820 -2.485 0.6418
H -2.489 1.222 -6.234 0.6450
F 2.800 -0.366 -2.799 -0.2124
C 2.728 -1.581 -3.359 0.7047
F 2.753 -1.447 -4.672 -0.1903
F 3.797 -2.270 -2.966 -0.2575
S 1.153 -2.428 -2.781 1.0845
O 0.376 -1.329 -2.241 -0.8941
O 1.613 -3.396 -1.811 -0.8842
N 0.423 -2.976 -4.019 -0.3090
S 0.922 -4.292 -4.779 0.9359
O 2.345 -4.462 -4.737 -0.6137
O 0.063 -5.407 -4.542 -0.6192
C 0.528 -3.745 -6.498 0.6817
F 1.209 -2.652 -6.826 -0.2045
F 0.869 -4.726 -7.340 -0.2260
F -0.772 -3.502 -6.636 -0.2361
N 2.182 -1.562 0.480 -0.0664
C 3.191 -1.634 1.353 -0.1839
C 3.411 -0.362 1.841 -1.1472
C 2.470 0.430 1.185 -0.4999
N 1.734 -0.304 0.353 0.8371
H 1.827 -2.314 -0.119 0.1819
H 3.678 -2.572 1.555 0.5195
H 4.140 -0.055 2.570 0.4196
H 2.274 1.486 1.285 0.6489
```

Computed properties:
multiplicity	2
LUMO level (spin up / spin down)	0.047 / 0.063	hartree
expectation value of S²	0.7615
Kohn-Sham gap (spin up / spin down)	7.84 / 8.27	eV
ΔE to the lowest compared entry with this formula, charge and spin	0.731	eV
charge	-1

---

Molecular formula: C26H17Cl68F5GaO
Method: DFT, the ωB97M-V functional and the def2-TZVPD basis

```
118
Properties=species:S:1:pos:R:3:mulliken_charge:R:1
C 4.337 -2.639 -1.704 -0.0277
C 3.508 -1.779 -2.671 0.3505
C 4.312 -0.669 -3.348 -0.9449
C 4.519 0.548 -2.458 -0.5600
O 3.332 1.238 -2.179 -0.3988
Ga 2.592 2.194 -3.655 0.8210
C 0.669 2.699 -3.085 -0.9420
C 0.134 1.832 -1.951 -1.0657
C 0.170 0.338 -2.237 -0.0550
C -0.709 -0.082 -3.416 1.4708
F -1.826 0.657 -3.516 -0.2143
F 0.021 0.062 -4.547 -0.2995
C -1.036 -1.584 -3.299 0.0679
F -1.831 -1.777 -2.238 -0.2537
F -1.690 -2.048 -4.379 -0.2931
F 0.046 -2.317 -3.105 -0.1710
H 4.450 -2.076 -0.783 -0.3357
H 5.307 -2.916 -2.114 0.4978
H 3.721 -3.555 -1.422 -0.1537
H 2.643 -1.410 -2.095 -0.6078
H 3.113 -2.464 -3.427 0.5619
H 3.863 -0.422 -4.307 0.2605
H 5.303 -1.086 -3.565 0.5204
H 5.277 1.213 -2.898 0.2956
H 4.908 0.166 -1.502 0.1981
H 3.447 3.530 -3.974 -0.5755
H 2.444 1.302 -4.992 -0.4753
H -0.018 2.726 -3.928 0.3393
H 0.726 3.722 -2.698 0.4453
H -0.913 2.087 -1.730 0.4953
H 0.684 2.031 -1.031 0.3105
H -0.100 -0.219 -1.341 0.7487
H 1.178 0.026 -2.507 -0.8095
C 3.515 -0.131 1.262 -0.1155
Cl 2.506 -0.760 -0.049 0.0573
Cl 2.761 -0.603 2.797 0.1449
Cl 5.143 -0.817 1.170 -0.1652
Cl 3.612 1.622 1.164 -0.0457
C 1.870 -4.258 4.540 0.1599
Cl 1.092 -4.293 2.955 0.0082
Cl 3.494 -4.942 4.408 -0.1023
Cl 1.981 -2.588 5.085 -0.0091
Cl 0.916 -5.209 5.688 -0.0904
C 6.252 4.011 3.834 0.3023
Cl 4.916 5.141 3.592 -0.1075
Cl 6.717 4.008 5.541 -0.0975
Cl 5.740 2.390 3.367 -0.0173
Cl 7.628 4.504 2.842 -0.1066
C 3.341 -6.224 -1.796 0.2845
Cl 4.848 -6.379 -2.706 -0.1093
Cl 3.673 -6.419 -0.068 -0.0771
Cl 2.653 -4.627 -2.071 -0.0167
Cl 2.202 -7.473 -2.333 -0.1308
C 4.719 1.589 8.373 0.2762
Cl 5.304 3.053 9.177 -0.1213
Cl 2.977 1.433 8.639 -0.0849
Cl 5.055 1.699 6.649 0.0593
Cl 5.543 0.179 9.052 -0.1073
C -1.032 0.099 5.306 0.1338
Cl -1.431 -1.583 5.651 0.0107
Cl -2.501 1.074 5.398 -0.1128
Cl 0.144 0.693 6.486 -0.0446
Cl -0.332 0.199 3.683 0.0872
C -1.714 6.006 -3.402 0.2682
Cl -3.011 7.183 -3.713 -0.1584
Cl -1.295 6.041 -1.686 -0.1170
Cl -2.266 4.396 -3.835 -0.0049
Cl -0.295 6.420 -4.361 -0.0164
C 2.344 9.578 -6.001 0.3582
Cl 1.071 10.761 -6.332 -0.1132
Cl 2.740 9.604 -4.281 -0.0991
Cl 1.782 7.966 -6.449 -0.0736
Cl 3.783 9.974 -6.943 -0.0772
C -5.725 -0.366 -4.680 0.2435
Cl -6.493 -0.621 -6.256 -0.1067
Cl -4.111 -1.066 -4.687 0.0054
Cl -5.617 1.367 -4.354 -0.0798
Cl -6.699 -1.141 -3.421 -0.0558
C -4.433 1.792 1.646 0.0814
Cl -4.652 1.122 0.031 0.0077
Cl -4.311 3.552 1.544 -0.0891
Cl -5.822 1.355 2.660 -0.1189
Cl -2.963 1.140 2.367 0.1077
C 7.080 7.225 -7.567 0.3217
Cl 7.707 8.691 -6.796 -0.1158
Cl 5.330 7.175 -7.387 -0.0043
Cl 7.499 7.245 -9.287 -0.1124
Cl 7.797 5.807 -6.803 -0.0915
C -5.028 9.134 -0.068 0.2874
Cl -4.149 8.309 -1.357 0.0385
Cl -4.126 8.997 1.447 -0.1085
Cl -5.224 10.843 -0.482 -0.1159
Cl -6.622 8.393 0.132 -0.1112
C -4.759 -3.943 3.940 0.2162
Cl -4.980 -4.571 2.305 -0.1015
Cl -4.587 -2.186 3.874 0.0305
Cl -6.165 -4.351 4.926 -0.0527
Cl -3.294 -4.661 4.650 -0.0426
C 2.321 -9.598 2.219 0.2494
Cl 1.466 -9.658 0.677 -0.0667
Cl 3.917 -10.337 2.036 -0.1067
Cl 2.506 -7.919 2.727 0.0304
Cl 1.398 -10.484 3.440 -0.1136
C -7.049 -2.080 8.293 0.2736
Cl -7.462 -3.779 8.576 -0.0950
Cl -8.515 -1.096 8.386 -0.1114
Cl -5.900 -1.543 9.524 -0.1072
Cl -6.326 -1.921 6.696 0.0344
C -8.718 -4.555 -4.569 0.3306
Cl -9.239 -6.175 -5.052 -0.1144
Cl -7.127 -4.219 -5.244 -0.0400
Cl -9.875 -3.362 -5.168 -0.0964
Cl -8.641 -4.464 -2.805 -0.0903
C -5.485 -8.139 7.069 0.2855
Cl -4.499 -7.093 6.048 -0.0056
Cl -7.062 -8.384 6.308 -0.1098
Cl -4.683 -9.701 7.279 -0.1133
Cl -5.709 -7.376 8.648 -0.0962
```

Computed properties:
LUMO level	0.041	hartree
Kohn-Sham gap	6.24	eV
ΔE to the lowest compared entry with this formula, charge and spin	0.819	eV
charge	-1

---

| no. | electronic energy (eV) |
| --- | --- |
| 1 | -208484.30077 |
| 2 | -149175.91496 |
| 3 | -209929.58981 |
| 4 | -946767.79402 |